ORCA calculation (ωB97M-V/def2-TZVPD) on C47H42HfN9OSeTe as an isolated structure.

```
102
Properties=species:S:1:pos:R:3:forces:R:3:lowdin_spin:R:1
Hf -1.2997 1.7150 0.7296 -0.04 0.14 0.07 0.001
N -1.9882 0.4708 11.3585 0.00 0.00 0.00 0.000
C -1.9753 0.3528 10.2168 -0.01 0.01 0.03 0.000
C -1.9557 0.2061 8.7869 0.00 -0.01 -0.03 0.000
C -0.8679 0.6822 8.0596 0.00 0.00 0.00 0.000
C -0.8415 0.5333 6.6844 -0.02 0.00 0.00 0.000
C -1.9135 -0.0752 6.0503 0.01 -0.02 0.05 0.000
C -3.0050 -0.5477 6.7617 0.00 0.00 -0.02 0.000
C -3.0222 -0.4117 8.1382 0.01 0.00 0.01 0.000
N -1.8952 -0.2123 4.6239 0.02 0.03 -0.05 0.000
C -2.2465 -1.3310 3.8965 -0.01 0.01 0.04 0.000
C -2.0957 -0.9964 2.5932 0.02 0.00 -0.04 0.000
N -1.6542 0.3134 2.5060 0.04 0.02 -0.02 0.000
C -1.5504 0.7482 3.7577 0.02 -0.03 0.00 0.000
H -0.0440 1.1559 8.5742 0.00 0.00 0.00 0.000
H 0.0114 0.8780 6.1149 0.00 0.00 -0.01 0.000
H -3.8433 -0.9997 6.2482 0.00 0.00 -0.01 0.000
H -3.8649 -0.7707 8.7117 0.00 0.00 0.00 0.000
H -2.5513 -2.2456 4.3728 -0.01 0.00 0.00 0.000
H -2.2811 -1.6006 1.7222 -0.01 0.00 -0.01 0.000
H -1.2515 1.7443 4.0402 -0.03 0.01 0.01 0.000
C 6.8933 -5.1256 -0.1375 -0.01 0.00 -0.01 0.000
C 5.7266 -4.1861 -0.0505 -0.02 -0.02 -0.01 0.000
C 5.8630 -2.9182 0.4982 0.00 0.01 0.01 0.000
C 4.7996 -2.0284 0.6122 0.01 -0.02 0.01 0.000
C 5.0573 -0.6980 1.2667 -0.01 0.00 0.00 0.000
C 3.5593 -2.4485 0.1196 0.00 0.01 -0.02 0.000
Te 1.7867 -1.3071 0.1925 -0.01 0.12 -0.08 0.000
N 0.5077 1.0442 -0.0010 0.07 -0.02 0.12 0.000
C 1.7257 1.4006 -0.0052 0.06 0.10 0.01 0.000
O 2.6848 0.4394 0.1655 0.01 0.03 -0.06 0.000
C 2.3013 2.7450 -0.2206 -0.11 -0.14 -0.05 0.000
C 3.5266 3.0919 0.3442 0.00 -0.01 -0.01 0.000
C 4.0325 4.3661 0.1528 -0.02 0.05 -0.03 0.000
C 3.3324 5.2828 -0.6221 -0.01 -0.06 0.00 0.000
C 2.1205 4.9305 -1.2041 0.05 0.02 0.01 0.000
C 1.5992 3.6663 -0.9986 0.05 -0.06 0.11 0.000
C 1.2492 -1.3004 -1.8431 0.07 -0.13 0.04 0.000
C -0.0983 -1.5572 -2.1186 -0.07 0.06 0.02 0.000
C -1.1159 -1.8069 -1.0365 0.01 -0.10 -0.02 0.000
C -0.5103 -1.5759 -3.4464 0.01 -0.03 0.03 0.000
C 0.3816 -1.3479 -4.4887 0.07 0.04 0.05 0.000
C -0.0648 -1.4004 -5.9206 0.03 -0.04 -0.04 0.000
C 1.7099 -1.0797 -4.1720 -0.06 0.00 0.01 0.000
C 2.1832 -1.0658 -2.8627 0.01 0.05 -0.05 0.000
C 3.6537 -0.8186 -2.6473 -0.02 -0.02 0.04 0.000
C 3.3673 -3.7415 -0.3906 0.01 -0.02 0.00 0.000
C 2.0248 -4.2597 -0.8433 0.00 0.05 -0.01 0.000
C 4.4634 -4.5854 -0.4742 0.01 0.02 0.01 0.000
H 7.8338 -4.6121 0.0500 0.00 0.00 0.00 0.000
H 6.9429 -5.5940 -1.1202 0.01 0.00 0.00 0.000
H 6.7921 -5.9245 0.5991 0.00 0.00 0.00 0.000
H 6.8330 -2.6106 0.8709 0.00 0.01 0.00 0.000
H 5.9857 -0.7399 1.8320 0.00 -0.02 0.00 0.000
H 4.2614 -0.4180 1.9584 0.01 0.01 -0.01 0.000
H 5.1512 0.0954 0.5259 -0.01 0.03 0.00 0.000
H 4.0660 2.3752 0.9484 0.01 -0.01 0.00 0.000
H 4.9727 4.6488 0.6059 0.00 -0.01 0.00 0.000
H 3.7352 6.2751 -0.7742 0.00 0.00 0.00 0.000
H 1.5843 5.6453 -1.8132 0.00 0.00 0.00 0.000
H 0.6536 3.3825 -1.4415 -0.01 0.02 0.02 0.000
H -1.0582 -1.0458 -0.2527 0.02 0.00 0.00 0.000
H -0.9682 -2.7807 -0.5612 -0.03 0.00 0.00 0.000
H -2.1252 -1.7947 -1.4448 -0.01 -0.01 -0.01 0.000
H -1.5516 -1.7841 -3.6688 0.02 -0.04 0.02 0.000
H -1.1425 -1.5394 -6.0043 0.03 -0.03 -0.01 0.000
H 0.4121 -2.2375 -6.4327 0.00 0.01 -0.01 0.000
H 0.2192 -0.4938 -6.4563 -0.01 0.01 -0.01 0.000
H 2.4143 -0.8808 -4.9714 0.00 -0.02 -0.02 0.000
H 4.0859 -0.3673 -3.5378 -0.01 0.00 -0.01 0.000
H 4.1767 -1.7595 -2.4658 0.01 0.00 0.01 0.000
H 3.8515 -0.1568 -1.8063 -0.01 -0.01 0.00 0.000
H 1.2040 -3.9219 -0.1971 -0.02 -0.02 -0.01 0.000
H 2.0069 -5.3468 -0.8019 0.01 0.00 0.01 0.000
H 1.7957 -3.9606 -1.8675 -0.02 0.01 0.01 0.000
H 4.3232 -5.5862 -0.8666 0.00 -0.01 0.00 0.000
N -3.5313 0.9256 0.2649 -0.02 0.01 0.14 0.027
C -4.6405 0.9402 -0.0494 -0.02 -0.06 -0.12 0.030
C -6.0119 1.0223 -0.4291 0.14 -0.04 0.13 0.134
C -6.4838 1.8628 -1.3810 -0.11 0.02 0.02 0.571
N -6.1348 2.4997 -2.4596 0.04 0.06 -0.09 0.139
C -6.9215 0.2282 0.3459 -0.06 -0.02 -0.02 0.022
N -7.6259 -0.4404 0.9581 0.02 0.00 0.03 0.013
C -3.8038 3.8691 -0.9401 0.00 0.02 0.00 0.000
N -3.1752 2.8160 -1.7342 0.02 -0.05 -0.07 0.001
C -1.9477 2.3166 -1.4885 -0.01 0.04 -0.03 0.000
Se -1.0407 3.7549 1.8862 -0.05 -0.09 -0.14 0.000
N -1.6510 1.5173 -2.5341 -0.01 0.03 0.02 0.000
C -2.7220 1.4109 -3.4105 -0.04 0.03 -0.01 0.001
C -2.9282 0.6924 -4.5803 0.04 -0.02 -0.04 0.006
C -4.2079 0.6990 -5.1048 0.00 0.01 0.02 -0.001
C -5.2659 1.3320 -4.4409 -0.01 0.00 0.01 0.005
C -5.0386 2.0581 -3.2890 0.04 -0.02 -0.04 0.021
C -3.7287 2.1821 -2.8358 -0.02 0.04 0.02 0.009
H -3.0436 4.2975 -0.2906 0.00 -0.02 0.01 0.000
H -4.6164 3.4884 -0.3232 0.00 0.00 0.00 0.000
H -4.1872 4.6384 -1.6076 0.01 -0.01 -0.01 0.000
H -0.7882 0.9954 -2.6027 0.02 0.00 0.01 0.000
H -2.1295 0.1310 -5.0483 -0.08 0.10 0.03 0.000
H -4.4160 0.1469 -6.0104 -0.01 0.00 -0.01 0.000
H -6.2787 1.2109 -4.8025 0.00 0.00 0.00 0.000
H -6.7616 3.2134 -2.8144 -0.01 0.00 0.00 0.016
```
Forces are in eV/Å.

Output
**E_LUMO (spin up / spin down)**: -5.4 / -6.5 eV
**Total energy**: -5101.23670 hartree
**Relative energy (zero: lowest compared OMol25 entry of this formula, charge and spin)**: 40.24 kcal per mole
**Spin multiplicity**: 2
**⟨S²⟩**: 0.754
**Charge**: +2
**Orbital gap (spin up / spin down)**: 7.20 / 6.03 eV



ORCA calculation (ωB97M-V/def2-TZVPD) on C47H42I2N3O7PPbS2 as an isolated structure.

```
105
Properties=species:S:1:pos:R:3:forces:R:3:lowdin_charge:R:1
Pb 0.1628 -0.0524 0.5350 -0.10 0.00 -0.10 1.455
C -4.4936 -3.7177 4.7963 -0.02 -0.03 0.04 -0.108
O -5.3902 -2.9200 4.0540 0.00 -0.09 0.02 -0.099
C -4.8296 -2.1232 3.0900 0.09 0.06 -0.11 -0.295
C -5.7501 -1.3826 2.3172 -0.03 0.02 -0.02 -0.051
C -5.2573 -0.5698 1.3283 -0.01 -0.02 -0.02 -0.061
C -3.8812 -0.4073 1.0879 -0.03 0.20 -0.15 -0.107
C -3.4031 0.4970 0.0480 -0.27 -0.20 0.13 -0.371
C -4.3191 0.7819 -1.1377 0.03 -0.03 0.06 -0.013
O -2.2938 1.0228 0.0525 -0.05 0.05 -0.09 -0.100
C -2.9431 -1.1479 1.8754 0.12 -0.01 -0.01 -0.361
O -1.6882 -1.0814 1.7265 0.04 -0.08 0.13 -0.218
C -3.4834 -2.0369 2.8651 0.07 0.04 0.01 0.056
H -5.1002 -4.2932 5.4929 -0.02 -0.01 0.01 0.080
H -3.7817 -3.1063 5.3566 0.00 0.02 0.00 0.092
H -3.9330 -4.3979 4.1501 0.00 0.00 -0.01 0.095
H -6.8107 -1.4808 2.5119 0.04 0.02 0.00 0.095
H -5.9665 -0.0035 0.7343 0.02 -0.01 -0.04 0.097
H -4.6962 -0.1565 -1.5482 -0.03 0.05 0.02 0.090
H -3.7457 1.3099 -1.8982 -0.07 -0.21 0.03 0.056
H -5.1727 1.3971 -0.8432 -0.01 -0.01 0.00 0.077
H -2.7502 -2.6220 3.4018 -0.03 0.03 0.01 0.110
C -3.2457 6.0466 -3.3289 0.01 -0.01 -0.01 -0.120
C -1.9601 6.4841 -3.0500 0.00 -0.02 0.03 -0.107
C -1.0695 5.6662 -2.3594 0.00 0.00 -0.02 -0.089
C -1.4512 4.3936 -1.9442 -0.07 -0.11 0.01 -0.351
C -2.7676 3.9842 -2.1883 0.01 -0.02 0.02 -0.095
C -3.6533 4.7934 -2.8815 0.07 0.02 0.03 -0.094
P -0.3788 3.1632 -1.0779 0.30 0.09 0.05 1.098
C 1.2233 4.0757 -1.0855 -0.09 -0.01 -0.10 -0.394
C 2.1836 3.9800 -2.0889 0.07 0.06 0.02 -0.115
C 3.3644 4.7079 -2.0063 -0.02 -0.04 0.03 -0.098
C 3.6010 5.5408 -0.9212 -0.04 0.00 -0.01 -0.108
C 2.6571 5.6329 0.0931 -0.01 -0.03 -0.04 -0.097
C 1.4826 4.8978 0.0116 -0.01 0.04 0.00 -0.113
C -0.1829 1.8815 -2.3755 -0.09 0.00 0.01 -0.438
C -0.1951 2.1936 -3.7388 0.08 -0.04 -0.07 -0.130
C -0.0361 1.1929 -4.6876 0.01 0.01 0.07 -0.123
C 0.1165 -0.1235 -4.2624 -0.03 0.04 0.09 -0.119
C 0.1166 -0.4168 -2.9030 -0.04 -0.16 0.04 -0.151
C -0.0332 0.5638 -1.9099 0.00 -0.02 -0.01 -0.294
H -3.9245 6.6732 -3.8962 -0.01 0.01 0.06 0.088
H -1.6409 7.4663 -3.3793 0.02 0.00 0.00 0.091
H -0.0662 6.0193 -2.1531 0.02 -0.01 -0.04 0.095
H -3.0820 3.0076 -1.8302 0.10 0.26 -0.07 0.066
H -4.6630 4.4507 -3.0738 0.00 -0.03 -0.01 0.095
H 2.0176 3.3174 -2.9283 0.01 -0.02 0.02 0.094
H 4.1139 4.6026 -2.7818 -0.01 0.01 -0.01 0.096
H 4.5242 6.1050 -0.8576 0.01 -0.03 0.01 0.090
H 2.8467 6.2548 0.9594 -0.01 0.02 0.00 0.094
H 0.7536 4.9570 0.8138 0.03 -0.04 0.01 0.095
H -0.3119 3.2213 -4.0705 -0.05 0.02 0.03 0.097
H -0.0339 1.4349 -5.7444 -0.02 0.02 -0.01 0.083
H 0.2174 -0.9197 -4.9948 0.01 0.00 0.01 0.084
H 0.2012 -1.4604 -2.5959 0.06 0.06 -0.02 0.067
I 4.4253 -0.7496 4.8125 -0.07 0.07 0.04 0.823
C 2.8793 0.6649 4.8646 0.02 -0.13 -0.27 -0.640
C 2.7111 1.4552 5.9953 -0.20 0.07 -0.08 -0.271
C 1.6986 2.3818 6.0389 0.06 0.07 0.22 -0.681
I 1.4853 3.5062 7.8120 0.01 -0.06 -0.13 0.787
C 0.8179 2.5567 4.9425 0.03 -0.04 -0.17 -0.221
C -0.2394 3.4932 4.9086 -0.01 -0.01 0.03 -0.072
C -1.0530 3.5755 3.8158 0.01 0.02 -0.01 -0.061
C -0.8060 2.7322 2.7205 0.09 -0.09 -0.11 -0.152
N 0.1885 1.8769 2.6983 0.03 -0.02 0.27 0.076
C 0.9954 1.7492 3.7814 -0.09 0.16 0.05 -0.123
C 2.0535 0.7261 3.7079 0.06 0.05 0.30 -0.455
O 2.1791 -0.0231 2.7157 -0.07 0.09 0.11 -0.203
H 3.3677 1.3285 6.8453 0.03 -0.01 -0.02 0.064
H -0.4015 4.1375 5.7631 0.00 -0.01 0.01 0.044
H -1.8721 4.2823 3.7783 -0.01 -0.02 0.02 0.097
H -1.4347 2.7593 1.8338 0.05 0.02 0.04 0.078
S 3.2278 1.0693 -0.4579 0.00 0.11 -0.20 0.586
C 3.4761 -0.5988 -0.3816 0.32 -0.16 0.39 -0.882
N 3.5538 -1.3405 -1.5171 -0.25 -0.07 -0.02 0.014
C 3.4305 -2.7977 -1.4958 0.15 0.06 0.04 -0.180
C 4.1708 -3.3276 -0.2794 -0.04 0.08 -0.02 -0.164
C 3.5925 -2.6645 0.9590 0.09 0.14 -0.09 -0.168
N 3.6608 -1.2124 0.8018 -0.23 -0.06 -0.53 0.020
H 3.1629 -0.8541 -2.3114 0.07 0.01 0.02 0.105
H 3.8593 -3.1882 -2.4195 0.02 -0.01 -0.04 0.113
H 2.3844 -3.0947 -1.4388 -0.13 -0.01 -0.05 0.089
H 5.2343 -3.0853 -0.3661 0.01 -0.06 0.02 0.114
H 4.0564 -4.4101 -0.2136 -0.01 -0.02 -0.02 0.103
H 4.1590 -2.9349 1.8499 0.00 0.03 0.05 0.104
H 2.5546 -2.9755 1.0964 -0.06 -0.02 0.06 0.112
H 3.3482 -0.6455 1.5942 0.09 -0.07 0.19 0.044
C 2.5025 -7.5138 -3.5967 -0.02 0.09 0.05 -0.068
C 1.7100 -6.5965 -2.6977 0.01 -0.04 -0.01 -0.294
C 1.8308 -6.6646 -1.3143 -0.02 0.02 -0.03 -0.058
C 1.1130 -5.8038 -0.4899 -0.05 0.02 0.03 -0.061
C 0.2554 -4.8675 -1.0451 0.13 0.17 0.01 -0.262
C 0.1152 -4.7978 -2.4273 -0.09 0.03 0.02 -0.059
C 0.8393 -5.6527 -3.2427 0.00 -0.01 0.04 -0.053
S -0.5258 -3.6225 -0.0018 0.28 0.23 -0.29 0.431
O -1.8162 -3.3624 -0.5950 -0.07 -0.08 -0.07 -0.316
O -0.5109 -4.1795 1.3289 0.04 -0.10 0.10 -0.324
O 0.4240 -2.4869 -0.1831 -0.21 -0.27 0.05 -0.496
H 2.9836 -8.3056 -3.0213 0.00 0.00 -0.01 0.066
H 3.2830 -6.9628 -4.1283 -0.01 -0.02 0.01 0.075
H 1.8602 -7.9784 -4.3473 0.01 -0.01 0.00 0.071
H 2.5009 -7.3972 -0.8750 -0.02 0.01 0.00 0.102
H 1.2041 -5.8437 0.5896 0.02 0.00 -0.05 0.110
H -0.5698 -4.0674 -2.8454 0.07 -0.02 0.02 0.113
H 0.7375 -5.5857 -4.3219 -0.03 -0.01 0.03 0.107
```
Forces are in eV/Å.

Output
**E_LUMO**: 3.4 eV
**Total energy**: -4433.28979 hartree
**Relative energy (zero: lowest compared OMol25 entry of this formula, charge and spin)**: 17.99 kcal per mole
**Charge**: -2
**Orbital gap**: 5.66 eV



Which of these has the lowest total energy? C47H42HfN9OSeTe



Which value of total energy does entry 1 give? -5101.23670 hartree



Among the records above, which one has the highest total energy? C47H42I2N3O7PPbS2



Which formula does entry 2 have? C47H42I2N3O7PPbS2